No. 1
{"formula": "C4H7P", "method": "ωB97M-V with the def2-TZVPD basis set", "elements": ["C", "C", "C", "C", "P", "H", "H", "H", "H", "H", "H", "H"], "xyz": [[-1.2764, -1.2929, 0.2303], [1.1662, 0.9724, 0.8245], [0.9920, 0.7985, -0.6482], [-0.1879, 0.9435, 0.2088], [-1.2417, -2.1405, -1.1688], [-1.8959, -1.4138, 1.0372], [1.5923, 0.2200, 1.4488], [1.4534, 2.0116, 1.0835], [1.1542, 1.6137, -1.4875], [1.3228, -0.3080, -1.0064], [-0.9815, 1.6052, 0.1176], [-2.0975, -3.0098, -0.6399]], "nbo_charge": [-0.60, -0.46, -0.48, -0.07, 0.39, 0.15, 0.24, 0.21, 0.23, 0.23, 0.21, -0.05], "charge": 0, "homo_lumo_gap_ev": [8.600, 8.556], "relative_energy_kj_mol": 550.07, "lumo_energy_ev": [0.2, 0.1], "energy_ev": -13543.573, "e_homo_ev": [-8.44, -8.41]}



No. 2
{"formula": "C4H7NO", "method": "ωB97M-V with the def2-TZVPD basis set", "elements": ["C", "C", "N", "C", "C", "O", "H", "H", "H", "H", "H", "H", "H"], "xyz": [[0.7485, 1.0467, 0.4113], [-0.9252, 0.7959, 0.6896], [-1.5185, -0.3144, 0.5886], [-0.6147, -1.2625, -0.0196], [0.2776, -0.6578, -1.1123], [-0.0964, 0.1304, -1.9574], [0.7634, 1.9937, -0.1208], [1.0399, 1.0713, 1.4502], [1.7120, 0.5694, -0.0405], [-1.5141, 1.6525, 1.1381], [-1.1737, -2.0269, -0.5701], [-0.0237, -1.7768, 0.7556], [1.2552, -1.1788, -1.1751]], "nbo_charge": [-0.76, 0.17, -0.40, -0.36, 0.42, -0.55, 0.24, 0.22, 0.26, 0.20, 0.23, 0.21, 0.11], "charge": 0, "homo_lumo_gap_ev": 10.379, "relative_energy_kj_mol": 350.40, "lumo_energy_ev": 0.9, "energy_ev": -7796.013, "e_homo_ev": -9.50, "smiles": "C/C=N\\CC=O"}



No. 3
{"formula": "C3H10O4", "method": "ωB97M-V with the def2-TZVPD basis set", "elements": ["C", "C", "C", "O", "O", "H", "H", "H", "H", "H", "H", "O", "H", "H", "O", "H", "H"], "xyz": [[0.2641, 1.1120, 1.5056], [-0.4759, -0.1556, 1.0169], [-0.1905, -0.4834, -0.4007], [-0.9241, -0.6708, -1.3334], [1.1638, -0.7379, -0.4992], [1.2875, 0.9450, 1.8140], [0.1877, 1.7986, 0.6674], [-0.3112, 1.5704, 2.3155], [-1.5677, -0.0872, 1.1734], [-0.2582, -1.0302, 1.6227], [1.7224, -0.1126, -0.9838], [3.4093, 0.7080, -0.4726], [3.5308, 1.1054, 0.4008], [3.5787, -0.2225, -0.2666], [-3.5404, -0.1941, -0.0029], [-3.6017, 0.7613, -0.0705], [-2.8245, -0.4581, -0.6022]], "nbo_charge": [-0.59, -0.54, 0.82, -0.57, -0.78, 0.21, 0.21, 0.22, 0.25, 0.24, 0.52, -0.94, 0.48, 0.48, -0.96, 0.46, 0.49], "charge": 0, "homo_lumo_gap_ev": 11.155, "relative_energy_kj_mol": 57.18, "lumo_energy_ev": 0.4, "energy_ev": -11463.158, "e_homo_ev": -10.77, "smiles": "CCC(=O)O.O.O"}



No. 4
{"formula": "C19H16ClNO6", "method": "ωB97M-V with the def2-TZVPD basis set", "elements": ["O", "C", "O", "C", "C", "C", "O", "N", "C", "C", "C", "C", "C", "O", "O", "C", "C", "O", "C", "C", "C", "C", "Cl", "C", "C", "C", "C", "H", "H", "H", "H", "H", "H", "H", "H", "H", "H", "H", "H", "H", "H", "H", "H"], "xyz": [[4.7166, 0.9180, -2.2830], [5.5668, 1.5540, -1.7098], [6.2201, 2.5566, -2.2908], [6.0325, 1.3329, -0.2939], [5.4534, 0.0743, 0.3604], [4.0512, 0.3078, 0.9199], [3.8516, 0.4784, 2.1005], [3.0936, 0.3038, -0.0484], [1.7240, 0.4989, 0.0776], [1.0802, 0.6320, 1.3085], [-0.2854, 0.8138, 1.3489], [-1.0363, 0.8666, 0.1749], [-2.4926, 1.0462, 0.2788], [-3.1043, 1.1705, 1.3135], [-3.1085, 1.0350, -0.9222], [-4.5188, 1.1691, -0.8744], [-5.2103, 0.2065, 0.0943], [-6.2540, 0.5143, 0.6150], [-4.5505, -1.1000, 0.3229], [-3.7540, -1.7262, -0.6340], [-3.1340, -2.9269, -0.3462], [-3.3043, -3.5029, 0.9043], [-2.5108, -4.9908, 1.2667], [-4.1060, -2.9009, 1.8634], [-4.7304, -1.7070, 1.5655], [-0.3915, 0.7324, -1.0549], [0.9721, 0.5508, -1.1006], [5.9131, 2.6945, -3.2016], [5.7739, 2.2213, 0.2879], [7.1231, 1.2805, -0.3210], [5.4338, -0.7423, -0.3630], [6.0872, -0.2098, 1.2004], [3.4293, 0.2290, -1.0061], [1.6568, 0.5935, 2.2173], [-0.7986, 0.9173, 2.2926], [-4.8728, 0.9789, -1.8914], [-4.7957, 2.1880, -0.5808], [-3.6242, -1.2901, -1.6123], [-2.5179, -3.4157, -1.0846], [-4.2346, -3.3641, 2.8288], [-5.3532, -1.2123, 2.2944], [-0.9666, 0.7747, -1.9661], [1.4760, 0.4491, -2.0513]], "nbo_charge": [-0.63, 0.81, -0.67, -0.52, -0.49, 0.69, -0.60, -0.62, 0.19, -0.26, -0.14, -0.15, 0.77, -0.59, -0.51, -0.18, 0.56, -0.52, -0.10, -0.20, -0.23, -0.03, 0.01, -0.23, -0.16, -0.16, -0.26, 0.50, 0.25, 0.25, 0.23, 0.24, 0.43, 0.26, 0.24, 0.22, 0.22, 0.22, 0.23, 0.23, 0.24, 0.23, 0.22], "charge": 0, "homo_lumo_gap_ev": 9.024, "lumo_energy_ev": 0.3, "energy_ev": -46262.061, "e_homo_ev": -8.77, "smiles": "O=C(O)CCC(=O)Nc1ccc(C(=O)OCC(=O)c2ccc(Cl)cc2)cc1"}



Please write out number 2 again, unchanged.
{"formula": "C4H7NO", "method": "ωB97M-V with the def2-TZVPD basis set", "elements": ["C", "C", "N", "C", "C", "O", "H", "H", "H", "H", "H", "H", "H"], "xyz": [[0.7485, 1.0467, 0.4113], [-0.9252, 0.7959, 0.6896], [-1.5185, -0.3144, 0.5886], [-0.6147, -1.2625, -0.0196], [0.2776, -0.6578, -1.1123], [-0.0964, 0.1304, -1.9574], [0.7634, 1.9937, -0.1208], [1.0399, 1.0713, 1.4502], [1.7120, 0.5694, -0.0405], [-1.5141, 1.6525, 1.1381], [-1.1737, -2.0269, -0.5701], [-0.0237, -1.7768, 0.7556], [1.2552, -1.1788, -1.1751]], "nbo_charge": [-0.76, 0.17, -0.40, -0.36, 0.42, -0.55, 0.24, 0.22, 0.26, 0.20, 0.23, 0.21, 0.11], "charge": 0, "homo_lumo_gap_ev": 10.379, "relative_energy_kj_mol": 350.40, "lumo_energy_ev": 0.9, "energy_ev": -7796.013, "e_homo_ev": -9.50, "smiles": "C/C=N\\CC=O"}



What did the first record say?
{"formula": "C4H7P", "method": "ωB97M-V with the def2-TZVPD basis set", "elements": ["C", "C", "C", "C", "P", "H", "H", "H", "H", "H", "H", "H"], "xyz": [[-1.2764, -1.2929, 0.2303], [1.1662, 0.9724, 0.8245], [0.9920, 0.7985, -0.6482], [-0.1879, 0.9435, 0.2088], [-1.2417, -2.1405, -1.1688], [-1.8959, -1.4138, 1.0372], [1.5923, 0.2200, 1.4488], [1.4534, 2.0116, 1.0835], [1.1542, 1.6137, -1.4875], [1.3228, -0.3080, -1.0064], [-0.9815, 1.6052, 0.1176], [-2.0975, -3.0098, -0.6399]], "nbo_charge": [-0.60, -0.46, -0.48, -0.07, 0.39, 0.15, 0.24, 0.21, 0.23, 0.23, 0.21, -0.05], "charge": 0, "homo_lumo_gap_ev": [8.600, 8.556], "relative_energy_kj_mol": 550.07, "lumo_energy_ev": [0.2, 0.1], "energy_ev": -13543.573, "e_homo_ev": [-8.44, -8.41]}



Please write out number 2 again, unchanged.
{"formula": "C4H7NO", "method": "ωB97M-V with the def2-TZVPD basis set", "elements": ["C", "C", "N", "C", "C", "O", "H", "H", "H", "H", "H", "H", "H"], "xyz": [[0.7485, 1.0467, 0.4113], [-0.9252, 0.7959, 0.6896], [-1.5185, -0.3144, 0.5886], [-0.6147, -1.2625, -0.0196], [0.2776, -0.6578, -1.1123], [-0.0964, 0.1304, -1.9574], [0.7634, 1.9937, -0.1208], [1.0399, 1.0713, 1.4502], [1.7120, 0.5694, -0.0405], [-1.5141, 1.6525, 1.1381], [-1.1737, -2.0269, -0.5701], [-0.0237, -1.7768, 0.7556], [1.2552, -1.1788, -1.1751]], "nbo_charge": [-0.76, 0.17, -0.40, -0.36, 0.42, -0.55, 0.24, 0.22, 0.26, 0.20, 0.23, 0.21, 0.11], "charge": 0, "homo_lumo_gap_ev": 10.379, "relative_energy_kj_mol": 350.40, "lumo_energy_ev": 0.9, "energy_ev": -7796.013, "e_homo_ev": -9.50, "smiles": "C/C=N\\CC=O"}



What is the formula in the third record? C3H10O4